<A>
{"formula": "C3H9NS2", "method": "the ωB97M-V functional and the def2-TZVPD basis", "homo_lumo_gap_ha": 0.3162, "elements": ["C", "S", "S", "H", "H", "H", "H", "C", "C", "N", "H", "H", "H", "H", "H"], "positions_angstrom": [[0.900, 1.679, 0.817], [1.151, 0.952, -0.824], [-0.724, 1.375, -1.680], [1.603, 2.509, 0.914], [1.045, 0.940, 1.582], [-0.054, 2.181, 0.963], [-1.421, 1.090, -0.572], [-1.260, -1.220, 1.602], [-0.308, -1.984, 1.048], [-0.194, -3.340, 1.296], [-2.156, -1.654, 2.023], [-1.176, -0.145, 1.669], [0.276, -1.642, 0.197], [-0.240, -3.607, 2.261], [0.338, -3.931, 0.686]]}


<B>
{"formula": "C3H9NS2", "method": "the ωB97M-V functional and the def2-TZVPD basis", "homo_lumo_gap_ha": 0.3180, "elements": ["N", "C", "C", "S", "S", "C", "H", "H", "H", "H", "H", "H", "H", "H", "H"], "positions_angstrom": [[1.391, 1.772, -0.462], [0.322, 1.347, 0.475], [0.546, -0.071, 0.941], [-1.020, -0.705, 1.706], [-1.749, -2.221, 0.483], [-1.185, -1.830, -1.211], [2.247, 1.969, 0.048], [1.061, 2.676, -0.786], [0.139, 2.006, 1.332], [-0.616, 1.431, -0.067], [1.002, -0.795, 0.276], [1.135, -0.083, 1.862], [-1.935, -1.205, -1.663], [-0.173, -1.455, -1.302], [-1.164, -2.836, -1.632]]}


<C>
{"formula": "C3H9NS2", "method": "the ωB97M-V functional and the def2-TZVPD basis", "homo_lumo_gap_ha": 0.2167, "elements": ["S", "S", "C", "C", "C", "N", "H", "H", "H", "H", "H", "H", "H", "H", "H"], "positions_angstrom": [[-0.586, 4.099, -0.256], [0.071, -2.722, 1.444], [-0.404, -1.685, 0.074], [0.611, -0.550, -0.407], [0.247, 0.928, -0.250], [-0.706, 1.417, 0.736], [1.602, -3.116, 0.407], [-0.552, -2.301, -0.805], [-1.341, -1.180, 0.307], [1.458, -0.783, 0.240], [0.837, -0.761, -1.445], [1.146, 1.520, -0.151], [-0.040, 1.344, -1.235], [-0.670, 2.455, 0.899], [-1.673, 1.333, 0.442]]}


Which of them is least stable? Easy: <C>.